The following is a quantum chemistry calculation of a molecular structure, C36H41N6P2S2Tl, from OMol25.

Last column: Löwdin charge in e.
CARTESIAN COORDINATES (ANGSTROEM)
C  2.75018  0.27244  1.57157  -0.414
C  2.55311  0.39002  2.94233  -0.089
C  -6.23047  0.31318  2.50070  -0.086
H  -3.08788  -3.44203  -0.08903  0.010
C  -5.07643  -0.18732  1.92232  -0.113
C  0.46158  4.82862  3.05797  -0.040
H  5.07562  1.07966  0.84692  0.099
H  -3.79640  -2.87339  1.43092  0.038
C  -2.69361  3.30471  1.87441  -0.091
S  2.41773  -2.30539  -2.45428  0.626
H  -3.76763  3.43336  1.95643  0.099
H  -7.92658  1.11456  -0.31013  0.101
S  -0.06647  -1.54790  1.48712  0.612
H  2.83037  -0.51527  4.86373  0.102
H  -4.81569  -3.01113  -0.01377  0.047
H  2.57181  1.18358  -5.13256  0.091
C  -0.44793  3.97356  2.39471  -0.177
C  3.85549  -1.84308  1.92522  -0.085
C  -7.26462  0.77713  1.69805  -0.096
Tl  -0.42723  0.25265  -0.81183  0.412
H  2.47965  3.48775  -1.55250  0.110
H  -0.12709  -4.10296  2.96020  0.147
H  0.91748  -0.14780  -4.87415  0.115
C  0.31466  -2.15314  -4.75341  -0.096
H  3.22188  2.10827  -3.77605  0.072
H  0.06612  5.60905  3.69909  0.109
C  3.63829  2.20561  -0.28904  -0.372
C  -7.12534  0.74772  0.31973  -0.090
N  1.15295  -1.01987  -4.42993  -0.036
H  -2.94369  -1.73684  -2.33087  0.007
C  -5.97153  0.23595  -0.26127  -0.093
P  2.08055  1.46901  0.36320  1.013
C  -1.84409  4.15001  2.52558  -0.057
H  0.76054  -3.04669  -4.32636  0.040
N  2.76227  0.14972  -3.31534  -0.039
H  -4.25512  -0.51907  2.54966  0.107
H  -5.88754  0.23414  -1.34043  0.089
C  4.92741  1.82334  0.07584  -0.080
H  -0.69344  -2.02719  -4.34909  0.079
C  1.46480  2.81683  1.42387  -0.336
C  3.00655  -0.60486  3.79875  -0.086
C  -0.88462  -6.11309  -0.94101  -0.005
H  3.33397  0.21743  -2.48982  0.101
C  2.07468  -0.99404  -3.45125  -0.877
N  -0.46149  -3.78021  -0.09375  -0.093
N  -0.24552  -4.19077  1.96828  0.021
N  -0.46623  -5.40208  1.38813  0.116
N  -0.57722  -3.11010  -1.30408  0.091
C  -4.94182  -0.25554  0.53416  -0.402
H  4.44947  4.54132  -2.62614  0.104
H  2.03811  1.25458  3.34101  0.105
C  0.04620  2.92331  1.56389  -0.210
H  -0.15255  -6.04971  -1.74802  0.086
C  -3.81722  -2.75946  0.34691  -0.262
H  3.39301  3.57610  1.94892  0.107
H  -2.21212  4.96912  3.13323  0.105
H  2.49333  5.35388  3.41394  0.100
P  -3.38577  -1.00928  -0.08765  0.853
C  2.48577  1.36315  -4.05801  -0.072
H  -2.91498  1.61908  0.59533  0.029
H  3.50122  -0.98546  -0.00330  0.064
C  -3.71236  -1.09515  -1.89994  -0.318
H  0.25254  -2.27112  -5.83506  0.085
H  -0.86687  -7.11518  -0.52244  0.087
H  6.72743  3.81811  -1.99419  0.100
C  -2.18469  2.25823  1.07975  -0.175
H  -1.87835  -5.92284  -1.35325  0.085
C  5.86569  3.37056  -1.51555  -0.092
C  3.39127  -0.86124  1.06852  -0.148
H  7.02963  2.08854  -0.25859  0.103
C  4.58584  3.77283  -1.87459  -0.098
C  2.32051  3.67642  2.06804  -0.094
H  -6.32619  0.33897  3.57904  0.102
C  3.66789  -1.71332  3.29659  -0.094
H  4.34884  -2.71991  1.52335  0.104
C  3.48460  3.18616  -1.27277  -0.129
C  -0.25813  -3.15468  1.10184  -0.761
H  4.03598  -2.47763  3.97005  0.099
C  -0.57776  -5.13560  0.13021  -0.349
C  1.81133  4.68636  2.90141  -0.083
H  0.34862  -2.74516  -1.58823  -0.045
H  1.48862  1.75594  -3.83159  0.088
H  -8.16885  1.16825  2.14623  0.100
H  -4.69925  -1.50016  -2.13096  0.038
C  6.03119  2.39831  -0.54145  -0.079
H  -3.60532  -0.09963  -2.33285  0.033
H  -0.89028  -3.76774  -2.00637  0.084
C  -0.83839  2.01549  0.88376  -0.253

Summary:
2S+1 = 1
Energy relative to the best compared isomer or geometry (same formula, charge and spin) = 0.000 eV
Orbital gap = 0.255 Ha
Total energy = -91879.424 eV

The following is a quantum chemistry calculation of a molecular structure, C36H42N2O2PdS3Si, from OMol25.

Last column: Löwdin charge in e.
CARTESIAN COORDINATES (ANGSTROEM)
C  -3.90897  0.47737  -4.47363  -0.453
H  -2.17158  0.89701  -1.64027  0.084
C  -3.07912  -3.02424  -1.39425  -0.469
H  -6.02299  -4.62972  -0.26120  0.044
H  0.62888  2.23539  -3.20845  0.082
H  1.00688  -1.29301  0.96635  0.030
H  5.82806  -0.60143  -2.02847  0.010
H  0.80653  -1.41598  -1.71698  0.064
H  0.46486  1.44878  -1.61791  0.017
C  1.02328  -1.79564  3.05757  -0.195
Pd  0.07466  0.17062  -0.11358  0.589
H  -3.46087  5.81637  -1.12034  0.092
H  -3.33885  2.34493  -3.53782  0.092
C  1.51626  1.14970  5.42004  -0.067
C  1.06207  -0.47275  3.56041  -0.205
H  -3.79193  -6.00673  -0.03523  0.086
H  3.62812  -2.12893  1.24895  0.012
C  -2.78335  -0.84858  -2.68933  -0.469
O  -1.73996  -1.23267  -0.61816  -0.223
C  0.57097  -3.72862  -4.11299  -0.451
H  2.00523  1.17637  6.39682  0.060
Si  3.84935  -0.35743  -0.48262  0.162
H  5.15751  -2.34442  0.36495  0.012
H  2.00361  -3.47011  5.86887  0.080
C  0.58784  2.41126  -2.13247  -0.053
N  0.88276  0.65806  2.76964  0.125
N  -1.18360  2.20901  0.34433  0.088
O  2.32729  0.07317  -0.59783  -0.418
C  -0.17413  0.86871  2.04074  -0.351
C  4.09946  -2.07462  0.26116  -0.183
C  -1.29653  3.23615  -0.61395  -0.210
H  4.41352  0.89910  1.58311  0.016
C  1.15339  2.83696  1.04023  -0.029
H  4.63143  0.54949  -2.66723  0.014
C  -1.86698  5.27821  -2.46122  -0.125
H  2.05766  -1.14145  6.74827  0.090
H  -1.72472  -4.61334  -0.90979  0.109
C  -3.22446  3.96312  0.82612  -0.060
H  1.36484  -3.84973  3.50746  0.099
C  -2.67707  0.49614  -2.50692  -0.108
H  1.56476  2.77016  -1.80054  0.080
H  5.90911  0.46726  0.72006  0.009
C  0.41550  -2.14710  -2.41585  -0.107
C  4.75488  -0.40532  -2.14465  -0.193
H  4.33072  -1.18719  -2.78474  0.000
H  1.32563  3.21993  2.05023  0.073
C  -0.89792  -2.49418  -2.51178  -0.431
H  -0.24616  4.45745  -3.59509  0.100
S  -3.68754  -1.18415  -4.11969  0.963
C  -2.63211  5.14100  -1.30944  -0.086
H  -3.48342  2.91375  0.96866  0.071
H  1.02967  3.66964  0.34785  0.069
H  3.61234  -2.82250  -0.37556  0.016
C  -1.53034  0.26278  2.33948  -0.024
H  0.95406  -4.39371  -4.87199  0.043
H  -2.69463  4.27058  1.73213  0.077
C  -0.83647  4.38251  -2.68704  -0.078
H  0.51911  1.58838  5.51900  0.074
C  1.37643  -2.84190  3.91039  -0.075
C  -0.52487  3.35824  -1.78850  -0.213
C  -3.86095  -5.00497  -0.44021  -0.208
C  0.65613  -2.10110  1.63367  -0.054
H  2.32841  -2.70275  -3.38165  0.086
H  -0.42345  -2.16158  1.48005  0.073
C  -2.74755  -4.26226  -0.92540  -0.154
C  -2.36969  4.12755  -0.39970  -0.218
H  -2.08223  6.06258  -3.17789  0.082
S  -4.76878  -2.76851  -1.22714  1.020
C  1.25740  -2.85267  -3.32915  -0.186
C  -3.31745  1.26118  -3.52719  -0.181
H  1.10001  -3.03827  1.29363  0.080
H  2.05894  1.79001  4.72201  0.069
H  -1.43298  -0.43118  3.17564  0.077
C  1.73735  -2.63416  5.23234  -0.127
C  -0.07942  1.97111  1.03421  -0.392
H  -4.13468  4.56092  0.73824  0.062
H  -4.47265  0.78279  -5.34245  0.043
C  -2.10243  -1.87520  -1.73944  -0.649
C  1.76829  -1.33255  5.71858  -0.092
C  4.87447  0.80895  0.59325  -0.198
H  -2.21189  1.07360  2.61432  0.074
H  4.89487  1.80912  0.14433  0.013
S  -1.09823  -3.70046  -3.73486  0.991
H  -1.97622  -0.25226  1.48613  0.059
C  -5.03070  -4.31063  -0.54158  -0.456
H  2.02468  2.24725  0.75247  0.060
C  1.45066  -0.25868  4.90047  -0.227

Summary:
2S+1 = 1
Energy relative to the best compared isomer or geometry (same formula, charge and spin) = 0.000 eV
Orbital gap = 0.205 Ha
Total charge = -2
Total energy = -88953.915 eV